No. 1
Entry from the Open Molecules 2025 dataset: a molecular structure, C26H29AsBrF6HgN4O2S2Se2 (ωB97M-V/def2-TZVPD).

Max |F|   0.010 Eh/bohr
Net charge   +1
HOMO-LUMO gap   0.261 hartree
LUMO level   -2.905 eV

Atoms and positions in Å:
C -1.08030 -2.43566 -0.04153
H -2.04387 3.49540 -2.66153
C 3.63950 -6.06739 -0.47547
H -3.09928 1.45021 -3.77825
Hg -0.56647 1.53847 -0.03672
O -0.24451 -1.39388 -0.35002
C 2.65434 -5.12526 -0.17515
H -1.53573 5.24146 -0.78701
H -4.24105 0.53790 0.48733
C 0.81980 -4.06834 0.10455
O -2.83191 -0.83396 0.01215
H -3.26140 5.69311 -0.94677
F 4.05293 -0.16278 0.76673
H -4.40005 -3.00251 0.40143
H 1.22725 5.33115 -2.28217
H -4.36054 -0.97161 1.41945
H 0.71554 3.60572 4.66827
S -0.38058 1.41835 4.70793
C -2.44636 -2.15959 0.08420
F 1.61813 0.25115 0.87878
F 2.54512 -0.91244 -1.03616
H 5.74005 -6.42587 -0.45855
H -0.31437 2.24831 -3.68828
H -2.54520 5.46130 0.66143
C -2.86841 -4.49186 0.42246
H 0.75789 0.87392 -3.33746
C 1.18523 4.40729 -0.34435
C 4.95141 -5.71903 -0.23680
Se -1.43850 0.47055 -2.24536
H 4.59336 -2.53693 0.97256
Se -3.04802 3.25599 -0.37387
F 3.12559 2.11854 0.50969
N 0.51115 3.57740 0.40351
N -0.48336 1.70412 2.21054
C 1.49245 4.86901 2.01966
C -3.34152 -3.18933 0.31178
C 3.01380 -3.88044 0.34099
H -3.84919 1.03425 -2.23948
H 3.37137 -7.03333 -0.88218
C 4.33449 -3.51280 0.58594
C 0.69892 3.80729 1.74645
H 6.33693 -4.22502 0.45548
H -2.34175 -0.58790 3.48780
C -1.52590 -4.77158 0.35453
H 0.39912 3.75821 -2.19920
H -1.63030 -0.59501 1.86232
C -2.53393 5.12672 -0.37251
N 1.81530 -3.20559 0.51060
C -0.25038 1.16627 -3.61664
H -4.89577 -0.92927 -0.27783
C 1.24408 4.33947 -1.83242
H 2.15750 3.82964 -2.14151
C 0.26445 2.85180 4.04451
F 1.66304 1.32828 -1.28613
N 1.27424 -5.21092 -0.31522
C 5.29386 -4.45862 0.28773
H 1.80757 5.24723 2.97802
F 4.08126 0.98409 -1.45301
H -0.74004 -1.27814 3.22745
C 0.14523 2.83768 2.69783
S 2.04134 5.56936 0.56496
H -3.80862 3.53476 -2.73335
C -1.41718 -0.48018 2.92028
Br -4.10905 -5.88478 0.70301
As 2.92090 0.59137 -0.26697
C -2.95433 3.01177 -2.30689
H 0.63853 -1.72647 -0.58363
C -0.79228 0.85167 3.15536
H -1.14568 -5.77728 0.46359
C -3.00315 1.54714 -2.69706
C -4.16246 -0.54624 0.43389
C -0.61733 -3.73303 0.14443
H -0.53645 0.70162 -4.55647
H 1.71360 -2.33497 1.00832

Results of the Mulliken charge analysis, in e, for atoms 1 through 6: 0.38 0.25 -0.77 0.51 1.88 0.15

No. 2
Entry from the Open Molecules 2025 dataset: a molecular structure, C26H29AsN3Y in a non-equilibrium geometry (ωB97M-V/def2-TZVPD).

Max |F|   0.024 Eh/bohr
Net charge   +2
HOMO-LUMO gap   0.285 hartree
LUMO level   -5.849 eV

Atoms and positions in Å:
N -0.62025 -1.17277 2.99057
C 2.69462 -1.30640 -0.57021
H 1.30573 -1.23031 3.76399
H 0.46227 3.37195 -3.42544
C 0.82773 -4.50751 -0.93146
H 1.71542 -5.02862 -1.26852
C 2.60023 -2.73528 -2.47628
C 4.22263 -0.96998 -2.40387
H -2.37755 3.42856 1.35947
As -1.43993 1.97593 -0.51050
H 0.14934 5.44373 -4.71711
N 2.30267 -0.92517 0.79115
H -2.35117 -2.71184 0.27872
H -2.20408 2.89268 -2.70593
C -2.17021 1.87925 -2.30732
C 0.22251 3.03178 -0.74186
C 0.87715 -3.12428 -0.74112
H -0.41337 5.50295 0.19028
H -2.54742 -4.14417 6.16641
C -0.30794 5.48159 -0.88907
C 2.08090 -2.38268 -1.22629
H -1.55160 1.25489 -2.94877
C -0.49087 6.64517 -1.62064
H -2.64423 -1.21051 2.51222
C -0.26416 -2.45506 -0.25046
H -3.30366 -2.74349 4.29033
H 2.41510 -1.74354 1.38740
H 2.97785 -0.24378 1.12208
Y -0.17229 -0.43754 0.69811
C -2.26672 -2.45328 4.18542
H 2.13736 -3.54504 -3.02290
C 0.01184 5.45482 -3.64404
C 0.03322 4.29313 -1.53079
H 4.20303 0.21736 -0.62551
C -1.29555 -2.94481 5.08590
H 0.58537 3.25429 0.26470
C -0.33081 6.63438 -2.99855
N -1.60595 -3.81104 6.05157
C 0.01868 -2.45450 4.91684
H -3.17749 1.46923 -2.27707
H -2.41325 -5.10788 -0.16077
H 0.79999 -2.74709 5.60531
C 0.29618 -1.60636 3.88462
C 3.74127 -0.60840 -1.15847
C -0.33659 -5.22343 -0.70425
H -0.75268 7.56341 -1.11181
C -2.66327 3.23087 0.32859
C 0.19178 4.29001 -2.91464
H -2.63318 4.15645 -0.24470
C -1.48598 -4.56600 -0.29504
C -1.43462 -3.20103 -0.05270
C -1.89062 -1.59701 3.19298
H -0.90830 -4.14659 6.69281
H -0.46433 7.54417 -3.56765
H -0.35133 -6.29358 -0.86297
H 0.94636 2.37216 -1.22940
H -3.67177 2.82355 0.30678
H 4.03114 -2.36399 -4.02126
H 5.03497 -0.41615 -2.85334
C 3.65582 -2.05324 -3.05555

Results of the natural (NBO) charge analysis, in e, for atoms 1 through 6: -0.69 0.16 0.20 0.21 -0.20 0.23

No. 3
Entry from the Open Molecules 2025 dataset: a molecular structure, C26H29BCl2InN6PS2 (ωB97M-V/def2-TZVPD).

Max |F|   0.008 Eh/bohr
Net charge   +2
HOMO-LUMO gap   0.307 hartree
LUMO level   -5.651 eV

Atoms and positions in Å:
H -3.19836 -3.01283 -0.42597
C -0.50168 3.05015 -3.02116
H 4.23912 1.82998 1.26516
C 2.13527 2.09986 0.83029
C -5.08314 -0.22565 -1.29152
H 4.45218 3.99029 2.42380
B -3.87293 -2.10854 0.00371
S -1.51548 -1.45716 -2.33917
C 3.37247 2.47572 1.36326
C 1.42842 -1.84179 1.36790
H 1.41266 -4.85140 2.87249
C -1.36718 0.05654 3.96242
C 3.76820 -1.01226 -1.35836
H 3.01733 -0.63937 1.81495
H -2.01326 0.76882 4.46996
H -5.90162 -0.23054 -0.59126
C 4.96565 1.17858 -2.59403
N -3.93626 -0.96517 -1.06850
H 5.44057 2.02697 -3.07033
S -2.02963 0.81970 0.93050
N 0.32316 -1.93790 0.62672
C 5.39946 -0.11097 -2.87411
H -0.63467 -5.05525 1.42941
C 1.04067 2.95741 0.92240
H -0.84672 -0.54899 4.69831
C 4.80381 -1.20506 -2.25889
H -2.13771 0.32213 -4.31514
C 2.39982 4.54599 2.10513
H -2.63662 -2.36462 4.54621
H -3.66189 -0.17211 -5.07081
H -5.00799 -2.44187 0.23427
C -3.21488 0.44867 -4.29808
H -3.47302 1.48949 -4.47024
H -5.63045 1.04873 -3.01585
Cl 0.80928 1.85103 -2.88301
C -3.39821 -2.51930 2.47499
H 2.74297 -2.76135 2.79722
H 0.08415 2.67789 0.50080
H 5.15017 -2.20688 -2.47669
P 1.96357 0.50052 0.06363
C 1.17603 4.18269 1.56159
H 3.60574 2.38953 -1.46485
H -0.64803 0.59593 3.35561
N 2.16542 -0.66403 1.27206
N -3.23628 -1.65747 1.40563
H 6.21410 -0.26442 -3.57045
H 2.50550 5.50311 2.60120
Cl -1.73018 2.79259 -1.76628
C 3.33172 0.28402 -1.07105
C -2.47696 -0.63431 1.80994
H 3.31035 -1.87015 -0.87880
C 1.10046 -4.03285 2.23556
C -0.39097 -3.08875 0.65405
C -0.03930 -4.15317 1.44023
In -0.41870 -0.17335 -0.61146
H -1.26048 -3.12210 0.01053
C -2.73485 -2.01027 3.53298
H -0.95253 2.94897 -3.99801
C 3.49745 3.69573 2.00707
C -4.95671 0.40342 -2.47734
N -3.71944 0.04839 -2.98182
H -3.99302 -3.41474 2.38832
C 1.84411 -2.87408 2.20313
H -0.06668 4.02810 -2.87175
C 3.93032 1.38226 -1.69426
C -3.11797 -0.77951 -2.11231
H 0.32860 4.85199 1.63382
N -2.15489 -0.83697 3.10628

Results of the natural (NBO) charge analysis, in e, for atoms 1 through 6: -0.04 -0.37 0.22 -0.46 -0.02 0.24

The following DFT total energy values (in eV) correspond, in order, to the records above: -341211.5535; -93772.1106; -98219.2734.
The following relative energy (zero: lowest compared OMol25 entry of this formula, charge and spin) values (in kJ/mol) correspond, in order, to the records above: 0.0; 42.9; 0.0.